Run A
DFT (ωB97M-V/def2-TZVPD) results for 2 unconnected molecules or ions with the total composition C4H12.

The spin multiplicity is 2. The total charge is +1.

Atoms and positions in Å:
C (1.414, 1.006, 0.099)
C (1.248, 1.709, -1.284)
H (2.505, 0.650, 0.371)
H (1.156, 1.867, 0.815)
H (0.806, 0.118, 0.304)
H (1.244, 2.867, -1.097)
H (2.159, 1.325, -1.942)
H (0.309, 1.392, -1.661)
C (-1.714, -0.619, 0.385)
C (-1.048, -2.021, 0.719)
H (-1.670, 0.156, 1.296)
H (-1.241, -0.304, -0.571)
H (-2.663, -1.108, 0.319)
H (-0.076, -1.651, 1.330)
H (-0.704, -2.543, -0.321)
H (-1.724, -2.842, 1.237)

Run B
DFT (ωB97M-V/def2-TZVPD) results for 2 unconnected molecules or ions with the total composition C4H12.

The spin multiplicity is 2. The total charge is +1.

Atoms and positions in Å:
C (1.515, -0.875, -1.321)
C (1.148, 0.377, -2.012)
H (1.959, -1.572, -2.070)
H (2.217, -0.738, -0.493)
H (0.628, -1.415, -0.984)
H (0.461, 0.989, -1.334)
H (0.453, 0.241, -2.857)
H (1.981, 1.013, -2.299)
C (-0.737, 0.677, 1.925)
C (-1.890, -0.168, 1.504)
H (0.046, 0.034, 2.366)
H (-0.170, 1.064, 1.033)
H (-0.987, 1.468, 2.625)
H (-1.894, -0.125, 0.377)
H (-2.854, 0.263, 1.772)
H (-1.877, -1.232, 1.767)

Run C
DFT (ωB97M-V/def2-TZVPD) results for 2 unconnected molecules or ions with the total composition C4H12.

The spin multiplicity is 2. The total charge is +1.

Atoms and positions in Å:
C (0.921, -1.271, -0.437)
C (2.046, -0.687, -1.302)
H (0.691, -0.701, 0.337)
H (0.046, -1.427, -1.102)
H (1.177, -2.312, -0.213)
H (2.462, 0.234, -0.931)
H (1.628, -0.346, -2.278)
H (2.986, -1.289, -1.504)
C (-1.298, 1.495, 1.547)
C (-1.641, 0.437, 0.379)
H (-0.245, 1.550, 1.771)
H (-1.486, 2.423, 1.001)
H (-2.079, 1.471, 2.346)
H (-2.574, 0.556, -0.041)
H (-1.818, -0.572, 0.764)
H (-0.818, 0.439, -0.337)

Run D
DFT (ωB97M-V/def2-TZVPD) results for 2 unconnected molecules or ions with the total composition C4H12.

The spin multiplicity is 2. The total charge is +1.

Atoms and positions in Å:
C (-1.869, 0.477, 1.308)
C (-1.561, 2.016, 0.894)
H (-0.987, 0.294, 1.907)
H (-2.863, 0.336, 1.731)
H (-2.078, 0.182, 0.254)
H (-2.555, 2.448, 0.662)
H (-1.072, 2.242, -0.073)
H (-0.836, 2.409, 1.610)
C (1.938, -1.115, -1.756)
C (1.570, -1.548, -0.303)
H (2.008, -0.031, -1.788)
H (2.879, -1.560, -2.065)
H (1.186, -1.414, -2.484)
H (0.584, -2.004, -0.275)
H (1.316, -0.598, 0.197)
H (2.338, -2.134, 0.180)

Which structure is the least stable? The one labeled run A.

Run A
DFT (ωB97M-V/def2-TZVPD) results for 2 unconnected molecules or ions with the total composition C4H12.

The spin multiplicity is 2. The total charge is +1.

Atoms and positions in Å:
C (-0.623, -0.587, 2.803)
C (0.211, -0.197, 1.542)
H (-0.325, 0.010, 3.639)
H (-1.587, -0.116, 2.471)
H (-0.764, -1.586, 3.157)
H (1.338, -0.293, 1.554)
H (0.113, 0.815, 1.101)
H (-0.119, -0.960, 0.647)
C (0.768, 0.910, -2.101)
C (-0.218, -0.157, -2.120)
H (1.154, 0.890, -3.117)
H (0.328, 1.925, -2.073)
H (1.383, 1.038, -1.193)
H (-1.292, 0.001, -2.435)
H (-0.592, -0.715, -1.100)
H (0.227, -0.978, -2.774)

Run B
DFT (ωB97M-V/def2-TZVPD) results for 2 unconnected molecules or ions with the total composition C4H12.

The spin multiplicity is 2. The total charge is +1.

Atoms and positions in Å:
C (1.504, 2.355, -0.537)
C (0.106, 2.000, 0.147)
H (2.288, 2.136, 0.293)
H (1.861, 1.989, -1.474)
H (1.537, 3.349, -0.556)
H (-0.184, 2.680, 1.040)
H (-0.849, 2.121, -0.435)
H (0.055, 0.979, 0.519)
C (-0.872, -1.490, 0.298)
C (-0.586, -2.916, -0.046)
H (-0.245, -0.804, -0.172)
H (-1.964, -1.288, 0.002)
H (-0.883, -1.078, 1.312)
H (-0.406, -3.697, 0.747)
H (0.174, -2.875, -0.842)
H (-1.535, -3.461, -0.297)

Which structure is the least stable? The one labeled run B.

Run A
DFT (ωB97M-V/def2-TZVPD) results for 2 unconnected molecules or ions with the total composition C4H12.

The spin multiplicity is 2. The total charge is +1.

Atoms and positions in Å:
C (-1.778, 0.072, -0.428)
C (-1.450, -0.534, -1.804)
H (-2.745, -0.366, -0.143)
H (-1.029, -0.225, 0.301)
H (-1.833, 1.139, -0.577)
H (-2.199, -0.319, -2.609)
H (-1.063, -1.551, -1.743)
H (-0.543, 0.008, -2.230)
C (1.803, -0.249, 0.541)
C (1.375, 0.723, 1.651)
H (2.878, -0.413, 0.680)
H (1.362, -1.275, 0.643)
H (1.348, 0.125, -0.378)
H (2.222, 1.096, 2.274)
H (0.881, 0.220, 2.488)
H (0.770, 1.551, 1.332)

Run B
DFT (ωB97M-V/def2-TZVPD) results for 2 unconnected molecules or ions with the total composition C4H12.

The spin multiplicity is 2. The total charge is +1.

Atoms and positions in Å:
C (-1.734, -1.242, 1.292)
C (-0.766, -1.894, 0.324)
H (-2.593, -1.822, 1.615)
H (-1.403, -0.579, 2.099)
H (-2.196, -0.431, 0.705)
H (0.112, -1.250, 0.192)
H (-1.243, -2.012, -0.650)
H (-0.281, -2.837, 0.573)
C (1.710, 1.769, -0.277)
C (0.777, 1.341, -1.297)
H (2.802, 1.703, -0.678)
H (1.645, 2.877, -0.161)
H (1.672, 1.255, 0.681)
H (0.621, 2.137, -2.029)
H (-0.202, 0.993, -0.850)
H (0.982, 0.407, -1.892)

Run C
DFT (ωB97M-V/def2-TZVPD) results for 2 unconnected molecules or ions with the total composition C4H12.

The spin multiplicity is 2. The total charge is +1.

Atoms and positions in Å:
C (-1.250, -0.464, 1.102)
C (-2.048, 0.699, 0.566)
H (-1.530, -0.710, 2.136)
H (-1.456, -1.378, 0.539)
H (-0.150, -0.295, 1.055)
H (-2.685, 0.446, -0.285)
H (-2.501, 1.252, 1.389)
H (-1.343, 1.430, 0.083)
C (1.053, -0.387, -1.269)
C (2.165, 0.166, -0.388)
H (0.366, -1.187, -0.923)
H (0.403, 0.432, -1.598)
H (1.657, -0.891, -2.054)
H (2.421, -0.645, 0.324)
H (1.808, 1.030, 0.193)
H (3.090, 0.501, -0.871)

Which structure is the least stable? The one labeled run A.